DFT (ωB97M-V/def2-TZVPD) results for a molecular structure, C66H62AsN5P3S4SbY.

Geometry (Å):
Y  0.28  0.62  -0.07
C  -2.50  -1.90  -0.21
P  -3.03  -0.79  1.19
C  -4.02  -1.92  2.24
C  -3.56  -3.17  2.65
C  -4.34  -3.99  3.45
C  -5.60  -3.56  3.86
C  -6.07  -2.32  3.46
C  -5.28  -1.51  2.65
C  -1.58  -0.64  2.32
C  -1.94  0.20  3.48
C  -1.24  0.38  4.60
C  0.15  -0.11  4.83
C  0.76  -1.20  3.13
C  -0.40  -1.29  2.19
C  -2.39  -1.03  -1.42
C  -2.98  -1.18  -2.66
C  -2.75  0.04  -3.36
C  -2.05  0.85  -2.49
C  -1.79  2.33  -2.59
P  -1.65  2.92  -0.85
C  -3.40  3.09  -0.35
C  -3.84  4.09  0.52
C  -5.15  4.15  0.96
C  -6.07  3.21  0.53
C  -5.66  2.21  -0.35
C  -4.34  2.15  -0.78
C  -0.93  4.61  -0.90
C  1.18  5.30  -0.83
C  1.65  6.72  -0.90
C  0.85  7.78  -1.01
C  -0.64  7.71  -1.10
C  -1.83  5.85  -1.06
N  -1.81  0.20  -1.31
H  -3.31  -2.62  -0.34
H  -1.59  -2.47  0.00
H  -2.58  -3.51  2.33
H  -3.97  -4.96  3.76
H  -6.21  -4.19  4.49
H  -7.05  -1.98  3.77
H  -5.65  -0.53  2.34
H  -2.93  0.66  3.42
H  -1.70  0.95  5.39
H  0.56  0.29  5.76
H  1.65  -1.67  2.70
H  -0.28  -2.01  1.38
H  -3.52  -2.04  -3.02
H  -3.11  0.31  -4.34
H  -2.62  2.84  -3.10
H  -0.87  2.58  -3.12
H  -3.15  4.86  0.86
H  -5.45  4.94  1.64
H  -7.09  3.25  0.87
H  -6.37  1.47  -0.69
H  -4.06  1.35  -1.44
H  2.06  4.65  -0.77
H  2.72  6.88  -0.87
H  1.30  8.76  -1.06
H  -1.06  8.71  -1.19
H  -2.89  5.63  -1.14
S  4.57  -0.81  -2.14
Sb  3.29  -1.17  -0.29
S  2.77  0.96  0.68
S  1.04  -1.75  -0.90
S  3.98  -2.56  1.37
N  -0.75  -2.49  4.89
C  0.37  -1.63  4.60
C  1.58  -2.13  5.33
C  2.77  -1.54  5.37
C  3.14  -0.29  4.72
C  2.35  0.46  3.95
N  0.99  0.20  3.62
H  -1.59  -2.18  4.41
H  -0.56  -3.44  4.59
H  1.43  -3.07  5.86
H  3.56  -2.04  5.93
H  4.16  0.04  4.85
H  2.76  1.35  3.49
N  3.62  1.26  -5.74
C  2.81  1.29  -4.62
C  3.06  2.17  -3.57
C  2.28  2.10  -2.44
N  1.23  1.28  -2.31
C  0.95  0.48  -3.35
C  1.69  0.46  -4.51
H  4.56  1.57  -5.57
H  3.60  0.39  -6.24
H  3.91  2.84  -3.58
H  2.54  2.69  -1.57
H  0.11  -0.19  -3.23
H  1.44  -0.24  -5.29
C  2.44  3.98  1.66
C  2.79  5.37  2.15
As  4.75  5.71  2.29
C  5.30  4.97  0.56
C  5.29  3.61  0.24
C  5.61  3.18  -1.04
C  5.95  4.11  -2.01
C  5.96  5.47  -1.71
C  5.63  5.89  -0.43
C  5.20  4.24  3.48
C  6.30  3.41  3.26
C  6.64  2.43  4.17
C  5.88  2.25  5.32
C  4.79  3.07  5.56
C  4.45  4.06  4.65
P  0.70  3.52  1.31
C  0.08  4.95  0.28
C  0.20  4.81  -1.95
C  -0.26  5.86  -2.88
C  -1.23  6.71  -2.19
C  -1.38  6.86  0.03
C  -0.49  6.13  0.95
C  -0.12  3.67  2.93
C  0.61  3.57  4.12
C  -0.03  3.64  5.35
C  -1.41  3.81  5.42
C  -2.14  3.87  4.24
C  -1.50  3.78  3.02
H  2.82  3.20  2.32
H  2.96  3.77  0.72
H  2.35  5.58  3.13
H  2.42  6.14  1.48
H  5.00  2.87  0.97
H  5.54  2.12  -1.28
H  6.21  3.78  -3.01
H  6.23  6.19  -2.47
H  5.64  6.95  -0.20
H  6.89  3.53  2.36
H  7.48  1.78  3.97
H  6.15  1.47  6.03
H  4.19  2.93  6.45
H  3.60  4.69  4.85
H  0.59  3.92  -2.44
H  0.26  6.12  -3.79
H  -1.94  7.21  -2.84
H  -2.16  7.44  0.52
H  -0.11  6.52  1.88
H  1.68  3.43  4.10
H  0.55  3.56  6.26
H  -1.91  3.86  6.38
H  -3.22  3.96  4.27
H  -2.10  3.80  2.12

Calculated values
LUMO level (alpha / beta), eV: 1.63 / 1.73
Energy above the lowest of the compared OMol25 structures with the same formula, charge and spin, kcal per mole: 158.27
HOMO-LUMO gap (alpha / beta), eV: 6.04 / 6.14
Molecular weight, g mol⁻¹: 1432.04
2S+1: 1
DFT total energy, eV: -216527.2265
Total charge: -1